# 1
{
  "formula": "C18H32IrN4S4",
  "method": "the ωB97M-V functional and the def2-TZVPD basis",
  "homo_ev": [-3.6085, -3.6179],
  "homo_lumo_gap_ha": [0.22289, 0.22305],
  "relative_energy_kcal_mol": 59.21,
  "charge": -1,
  "symbols": ["Ir", "C", "C", "N", "C", "C", "N", "C", "C", "N", "H", "H", "H", "H", "H", "H", "H", "H", "H", "H", "H", "H", "H", "H", "H", "S", "S", "S", "S", "C", "C", "C", "C", "C", "C", "C", "C", "C", "C", "C", "C", "N", "H", "H", "H", "H", "H", "H", "H", "H", "H", "H", "H", "H", "H", "H", "H", "H", "H"],
  "xyz": [[-1.3299, 0.9992, -0.4658], [-1.9680, 1.7484, 2.6987], [-1.0739, 2.9923, 2.5410], [-0.3609, 2.9534, 1.2706], [1.0628, 3.2622, 1.3563], [1.8321, 2.1962, 2.1449], [1.5930, 0.8653, 1.6187], [1.1225, -0.1638, 2.5158], [-0.2351, 0.1012, 3.1866], [-1.2795, 0.5418, 2.2525], [-2.8469, 1.8775, 2.0704], [-2.3043, 1.6846, 3.7451], [-0.3503, 3.0412, 3.3579], [-1.7099, 3.8778, 2.6308], [-0.8157, 3.5603, 0.6030], [1.2488, 4.2429, 1.8223], [1.4547, 3.2884, 0.3366], [1.5800, 2.2604, 3.2102], [2.9014, 2.4306, 2.0611], [0.9353, 0.9163, 0.8520], [1.8665, -0.3211, 3.3059], [1.0607, -1.0833, 1.9282], [-0.0986, 0.8717, 3.9508], [-0.5361, -0.8126, 3.7109], [-1.9560, -0.1958, 2.1146], [-3.2370, 2.4782, -0.2291], [-3.7811, 3.5148, -1.8454], [-2.2522, 2.7179, -3.5532], [-1.6213, 0.9795, -2.8620], [-1.4879, -2.9059, 0.7941], [-1.8173, -2.9609, -0.7055], [-3.0225, -2.0728, -1.0206], [-0.5572, -2.6852, -1.5281], [-0.0929, -3.7828, -2.2344], [1.0685, -3.7595, -2.9799], [1.7862, -2.5822, -3.0192], [1.4013, -1.4351, -2.3422], [2.4112, -0.2926, -2.4813], [3.3907, -0.3447, -1.3016], [1.8416, 1.1150, -2.6512], [0.2000, -1.4478, -1.5317], [-0.1640, -0.4038, -0.7516], [-2.3478, -3.2242, 1.3906], [-1.2216, -1.8822, 1.0577], [-0.6392, -3.5533, 1.0263], [-2.1183, -3.9844, -0.9492], [-2.8435, -1.0535, -0.6997], [-3.9124, -2.4417, -0.5009], [-3.2222, -2.0496, -2.0926], [-0.6729, -4.6992, -2.1986], [1.4155, -4.6438, -3.5002], [2.7071, -2.5538, -3.5930], [2.9820, -0.5118, -3.3895], [2.8749, -0.1323, -0.3688], [4.1901, 0.3924, -1.4330], [3.8452, -1.3367, -1.2330], [1.2262, 1.3906, -1.8026], [1.2203, 1.1782, -3.5448], [2.6579, 1.8380, -2.7447]],
  "forces_ev_per_angstrom": [[0.552, -0.030, -2.789], [0.022, 0.227, -0.040], [-0.138, -0.341, -0.111], [0.282, 0.662, 0.228], [-0.062, -0.124, 0.181], [0.040, -0.035, -0.113], [0.062, -0.015, -0.108], [0.002, 0.047, -0.004], [0.296, -0.057, -0.127], [-0.166, -0.049, -0.070], [-0.056, -0.046, 0.114], [0.031, -0.045, 0.005], [-0.025, -0.017, 0.005], [0.008, 0.018, 0.007], [-0.020, -0.056, -0.098], [0.097, 0.009, -0.045], [-0.029, 0.022, -0.004], [0.006, -0.020, 0.003], [-0.036, 0.121, 0.121], [-0.013, -0.031, -0.192], [-0.034, -0.094, 0.001], [-0.009, -0.004, 0.034], [-0.093, 0.010, 0.009], [-0.061, 0.030, 0.030], [-0.031, -0.010, -0.003], [1.045, -1.036, 1.057], [0.597, -0.397, -2.240], [-0.796, 1.434, 1.353], [-0.446, -0.956, 1.632], [-0.079, -0.056, -0.149], [0.134, 0.488, 0.225], [0.048, -0.196, -0.071], [-0.116, 0.296, 0.179], [0.046, 0.048, -0.164], [0.097, -0.191, -0.050], [-0.023, -0.149, 0.058], [-0.248, 0.172, 0.039], [-0.200, 0.175, 0.436], [0.072, -0.018, -0.203], [0.119, -0.165, -0.130], [0.574, -0.299, -1.049], [-1.298, 0.212, 1.525], [0.002, 0.040, 0.028], [0.052, -0.029, 0.058], [-0.023, 0.013, 0.039], [0.137, -0.005, 0.039], [-0.052, 0.193, -0.001], [0.009, -0.050, -0.026], [-0.038, 0.005, 0.000], [-0.028, 0.027, 0.038], [-0.032, 0.026, -0.046], [-0.015, 0.069, -0.020], [-0.043, -0.040, 0.031], [-0.035, 0.041, 0.171], [-0.027, 0.001, 0.040], [0.001, 0.037, 0.042], [-0.054, 0.137, 0.066], [-0.032, 0.040, 0.060], [0.027, -0.037, 0.000]],
  "lowdin_charge": [0.651, -0.264, -0.218, -0.139, -0.212, -0.222, -0.070, -0.221, -0.200, -0.098, 0.008, 0.113, 0.096, 0.114, 0.058, 0.110, 0.115, 0.096, 0.105, 0.022, 0.110, 0.101, 0.098, 0.113, 0.087, -0.141, -0.136, -0.103, -0.040, -0.073, -0.379, -0.087, -0.142, -0.081, -0.121, -0.085, -0.139, -0.381, -0.068, -0.105, -0.284, -0.174, 0.073, 0.028, 0.080, 0.112, 0.002, 0.072, 0.077, 0.100, 0.086, 0.104, 0.115, 0.053, 0.070, 0.073, 0.014, 0.051, 0.072]
}

***

# 2
{
  "formula": "C13H11N2O9Re",
  "method": "the ωB97M-V functional and the def2-TZVPD basis",
  "homo_ev": [-13.5164, -13.5553],
  "s2": 3.765,
  "multiplicity": 4,
  "homo_lumo_gap_ha": [0.29316, 0.28733],
  "relative_energy_kcal_mol": 60.97,
  "charge": 1,
  "symbols": ["Re", "O", "C", "O", "C", "C", "C", "C", "C", "O", "C", "C", "O", "O", "H", "H", "H", "H", "H", "H", "H", "H", "O", "C", "O", "C", "C", "N", "N", "C", "C", "O", "O", "H", "H", "H"],
  "xyz": [[9.6100, 7.7163, 5.0048], [11.3440, 7.6062, 8.6504], [11.2906, 7.5560, 7.4520], [10.0681, 7.7990, 6.8625], [12.4791, 7.4188, 6.5245], [12.3125, 6.1824, 5.6579], [13.4592, 5.6924, 4.7265], [13.7326, 6.8752, 3.8357], [12.5062, 7.7345, 4.1529], [11.4538, 6.8160, 4.5676], [12.6518, 8.4880, 5.4560], [11.6874, 9.6323, 5.5552], [11.7995, 10.5244, 6.3194], [10.6583, 9.4109, 4.7321], [13.3807, 7.3238, 7.2392], [11.7518, 5.4243, 6.1014], [14.2729, 5.3528, 5.4037], [13.0196, 4.8111, 4.2957], [14.6745, 7.4092, 4.1616], [13.7455, 6.5717, 2.7894], [12.2090, 8.3112, 3.3638], [13.6589, 8.9982, 5.4865], [4.7946, 7.4922, 8.0757], [4.8605, 8.6611, 7.4206], [3.9870, 9.4417, 7.7273], [5.9397, 8.8590, 6.3533], [6.6187, 10.1586, 6.3675], [7.7206, 10.0168, 5.6384], [7.7357, 8.7703, 5.1605], [6.7270, 8.0121, 5.5126], [6.7922, 6.6558, 4.8071], [5.7501, 6.1666, 4.3449], [8.1864, 6.1615, 4.9218], [5.1287, 6.8499, 7.4595], [6.4102, 11.0817, 6.8940], [8.3141, 10.7597, 5.1794]],
  "forces_ev_per_angstrom": [[-1.614, -0.185, 0.323], [0.161, -0.500, -1.404], [-0.227, 1.365, 1.728], [-0.089, -0.493, -0.983], [2.117, -1.116, 1.624], [0.256, 0.616, -1.417], [-0.142, -0.517, 3.248], [0.309, 0.329, 0.385], [1.382, -0.405, 1.213], [-0.587, -1.003, -0.222], [2.722, 1.910, -0.368], [-0.089, -1.150, 0.143], [-0.105, 1.040, 0.321], [-1.970, -0.098, -0.357], [-1.354, 0.176, -1.231], [-0.886, -1.397, 0.679], [-0.171, 0.257, -0.732], [0.183, -0.280, -0.762], [-1.054, -0.546, -0.744], [0.294, 0.272, 0.051], [-1.008, 1.407, -1.946], [-0.852, -0.770, 0.278], [0.853, -0.173, -0.632], [-2.953, 0.393, 0.305], [2.033, 0.634, -1.045], [0.262, 1.633, 1.178], [-0.945, -2.205, 0.084], [-0.452, 0.652, -0.491], [4.319, -0.448, -2.243], [-1.044, 1.582, 1.260], [-1.302, -1.800, 0.515], [4.784, 1.166, 1.508], [-2.396, 2.414, -1.153], [0.505, -1.264, 0.009], [-0.324, -0.220, -0.100], [-0.613, -1.274, 0.980]],
  "lowdin_spin": [2.455, 0.020, 0.016, 0.119, 0.004, 0.011, 0.001, 0.000, 0.008, 0.060, 0.005, 0.014, 0.009, 0.127, 0.002, 0.000, 0.000, 0.000, 0.000, 0.000, 0.000, 0.000, 0.000, 0.000, 0.000, 0.002, 0.008, 0.005, 0.015, 0.010, 0.009, 0.007, 0.091, 0.000, 0.000, 0.000]
}

***

# 3
{
  "formula": "C13H17AsN",
  "method": "the ωB97M-V functional and the def2-TZVPD basis",
  "homo_ev": -3.6956,
  "homo_lumo_gap_ha": 0.26386,
  "charge": -1,
  "symbols": ["C", "C", "C", "C", "C", "C", "C", "C", "As", "C", "C", "C", "C", "N", "C", "H", "H", "H", "H", "H", "H", "H", "H", "H", "H", "H", "H", "H", "H", "H", "H", "H"],
  "xyz": [[2.1442, 2.0515, 1.9138], [2.4299, 1.2886, 0.5938], [3.8054, 1.0183, 0.2485], [4.1669, 0.2977, -0.9499], [3.1156, -0.1268, -1.8376], [1.7339, 0.1460, -1.5353], [1.3830, 0.8477, -0.3143], [-0.1442, 1.0895, -0.0570], [-0.7715, -0.3303, 1.2869], [-2.2942, -0.9846, 0.0701], [-3.6522, -1.0543, 0.5737], [-4.5800, -1.5820, -0.4119], [-4.1120, -1.9546, -1.7067], [-2.8675, -1.8714, -2.2477], [-2.0336, -1.3778, -1.2839], [3.1185, 2.5018, 2.2524], [1.3810, 2.8587, 1.7736], [1.8191, 1.3758, 2.7424], [4.6241, 1.3610, 0.9143], [5.2360, 0.0908, -1.1474], [3.3859, -0.6626, -2.7695], [0.9378, -0.2027, -2.2195], [-0.1828, 2.1002, 0.4369], [-0.6943, 1.0885, -1.0256], [-1.8024, 0.7446, 1.8479], [-1.3045, -1.3565, 2.3721], [0.2496, -1.3600, 0.7040], [0.2934, 0.1583, 2.3196], [-3.8868, -0.7569, 1.6137], [-5.6529, -1.7190, -0.1531], [-4.8824, -2.3851, -2.3987], [-0.9630, -1.2946, -1.6058]],
  "forces_ev_per_angstrom": [[0.675, -0.031, -0.123], [0.377, -0.640, -0.894], [-0.886, -0.673, -1.043], [-1.769, 0.538, 0.626], [-0.180, 0.534, 0.937], [1.845, 0.408, 1.324], [-0.259, -0.064, -0.919], [2.636, 0.956, -0.359], [-0.712, 0.063, 0.829], [-1.829, -0.441, -0.793], [1.248, -0.980, -3.074], [1.202, 0.457, 0.920], [-1.420, -0.406, -0.583], [-0.831, 0.831, 3.212], [1.052, 0.146, 0.271], [-0.926, -0.144, -0.340], [0.621, -0.696, 0.176], [0.077, 0.556, -0.892], [-0.706, -0.216, -0.389], [-0.845, 0.121, -0.017], [-0.261, 0.354, 0.680], [0.574, 0.340, 0.509], [-0.534, -0.956, -0.364], [0.342, 0.040, 0.741], [-0.258, 0.142, 0.102], [-0.048, -0.238, 0.037], [0.008, -0.271, -0.343], [0.219, 0.063, 0.050], [0.027, -0.205, -0.781], [0.849, 0.047, -0.401], [0.650, 0.439, 0.621], [-0.941, -0.073, 0.278]],
  "lowdin_charge": [-0.095, -0.222, -0.074, -0.120, -0.112, -0.063, -0.261, -0.334, 0.570, -0.364, -0.102, -0.110, -0.226, 0.029, -0.204, 0.064, 0.072, 0.046, 0.090, 0.080, 0.084, 0.088, 0.050, 0.054, -0.062, -0.084, -0.036, -0.084, 0.083, 0.081, 0.087, 0.077]
}

***

Number 1: energy -2621.18481 hartree. Number 2: energy -1366.62584 hartree. Number 3: energy -2795.92316 hartree.